[1]
{"formula": "C18H54FO9Sn", "method": "wB97M-V/def2-TZVPD", "charge": 1, "lumo_energy_ev": -6.46, "homo_energy_ev": -11.465, "species": ["Sn", "F", "C", "C", "O", "H", "H", "H", "H", "H", "H", "C", "C", "O", "H", "H", "H", "H", "H", "H", "C", "C", "O", "H", "H", "H", "H", "H", "H", "C", "C", "O", "H", "H", "H", "H", "H", "H", "C", "C", "O", "H", "H", "H", "H", "H", "H", "C", "C", "O", "H", "H", "H", "H", "H", "H", "C", "C", "O", "H", "H", "H", "H", "H", "H", "C", "C", "O", "H", "H", "H", "H", "H", "H", "C", "C", "O", "H", "H", "H", "H", "H", "H"], "xyz": [[0.68, 1.23, 2.76], [0.22, -0.27, -0.09], [-0.71, 4.02, -4.70], [-1.61, 4.12, -3.51], [-2.05, 2.78, -3.11], [-0.31, 4.97, -5.06], [-1.19, 3.40, -5.46], [0.23, 3.56, -4.40], [-2.56, 4.65, -3.60], [-1.05, 4.43, -2.63], [-1.31, 2.22, -2.87], [-3.93, -0.34, 0.39], [-3.31, 0.89, -0.29], [-2.11, 1.38, 0.35], [-4.53, -0.03, 1.24], [-3.12, -1.04, 0.59], [-4.72, -0.90, -0.12], [-4.09, 1.65, -0.40], [-2.99, 0.49, -1.25], [-1.37, 0.86, 0.01], [-2.66, -4.43, -1.28], [-2.02, -3.08, -1.61], [-0.94, -2.94, -0.70], [-3.39, -4.37, -0.48], [-1.81, -5.10, -1.10], [-3.24, -4.85, -2.10], [-2.67, -2.22, -1.47], [-1.75, -3.06, -2.67], [-0.59, -2.05, -0.82], [5.51, 0.81, 0.72], [4.07, 1.14, 0.58], [3.41, 0.20, 1.28], [6.08, 1.48, 0.09], [5.79, -0.13, 0.25], [5.78, 1.00, 1.76], [3.71, 1.16, -0.45], [3.77, 2.15, 0.88], [3.41, -0.56, 0.69], [-0.73, -0.80, -3.66], [0.14, 0.42, -3.72], [0.21, 1.08, -2.46], [-1.75, -0.42, -3.65], [-0.41, -1.44, -2.83], [-0.54, -1.32, -4.60], [-0.28, 1.14, -4.42], [1.15, 0.24, -4.12], [0.37, 0.53, -1.69], [1.35, 3.19, -0.49], [1.96, 4.32, 0.34], [2.07, 3.80, 1.64], [1.57, 2.20, -0.08], [1.57, 3.10, -1.56], [0.29, 3.41, -0.37], [1.39, 5.25, 0.38], [2.98, 4.41, -0.03], [2.74, 4.24, 2.17], [-2.12, 0.31, 6.52], [-2.15, 1.25, 5.28], [-2.10, 0.61, 4.06], [-1.29, -0.39, 6.50], [-3.04, -0.25, 6.72], [-1.87, 0.84, 7.43], [-1.33, 1.94, 5.48], [-3.01, 1.92, 5.34], [-2.89, 0.06, 4.08], [3.73, -3.40, -1.37], [2.35, -2.85, -1.00], [2.64, -1.61, -0.47], [4.17, -3.82, -0.47], [4.33, -2.71, -1.98], [3.67, -4.25, -2.04], [1.86, -3.51, -0.28], [1.68, -2.73, -1.85], [1.82, -1.10, -0.43], [-0.05, -3.86, 3.39], [-0.79, -2.60, 2.96], [0.05, -1.74, 2.29], [0.85, -3.46, 3.86], [0.35, -4.36, 2.50], [-0.67, -4.55, 3.95], [-1.20, -1.91, 3.69], [-1.59, -2.79, 2.23], [-0.09, -1.62, 1.34]], "lowdin_charge": [1.78, -0.47, -0.09, -0.27, -0.12, 0.08, 0.08, 0.06, 0.12, 0.09, 0.01, -0.09, -0.27, -0.12, 0.06, 0.06, 0.08, 0.12, 0.10, 0.00, -0.07, -0.32, -0.10, 0.07, 0.08, 0.07, 0.10, 0.09, 0.02, -0.06, -0.40, -0.12, 0.08, 0.09, 0.09, 0.12, 0.09, 0.05, -0.06, -0.30, -0.12, 0.09, 0.05, 0.09, 0.10, 0.11, 0.02, -0.07, -0.28, -0.20, 0.03, 0.09, 0.08, 0.13, 0.12, 0.10, -0.07, -0.35, -0.15, 0.07, 0.08, 0.08, 0.10, 0.12, 0.11, -0.07, -0.31, -0.11, 0.08, 0.08, 0.07, 0.11, 0.11, 0.03, -0.04, -0.33, -0.18, 0.08, 0.08, 0.08, 0.09, 0.12, 0.03]}

[2]
{"formula": "C18H54O18", "method": "wB97M-V/def2-TZVPD", "e_above_lowest_kcal_mol": 12.3, "charge": 0, "lumo_energy_ev": 0.15, "smiles": "OCCO.OCCO.OCCO.OCCO.OCCO.OCCO.OCCO.OCCO.OCCO", "homo_energy_ev": -9.339, "species": ["O", "C", "C", "O", "H", "H", "H", "H", "H", "H", "O", "C", "C", "O", "H", "H", "H", "H", "H", "H", "O", "C", "C", "O", "H", "H", "H", "H", "H", "H", "O", "C", "C", "O", "H", "H", "H", "H", "H", "H", "O", "C", "C", "O", "H", "H", "H", "H", "H", "H", "O", "C", "C", "O", "H", "H", "H", "H", "H", "H", "O", "C", "C", "O", "H", "H", "H", "H", "H", "H", "O", "C", "C", "O", "H", "H", "H", "H", "H", "H", "O", "C", "C", "O", "H", "H", "H", "H", "H", "H"], "xyz": [[3.42, -1.93, -0.02], [4.17, -2.00, -1.22], [5.63, -2.27, -0.89], [6.49, -1.84, -1.92], [2.55, -1.55, -0.20], [3.80, -2.73, -1.95], [4.09, -1.00, -1.68], [5.67, -3.34, -0.64], [5.89, -1.79, 0.05], [7.20, -2.48, -2.00], [-3.60, -2.29, -3.51], [-3.05, -1.02, -3.82], [-1.52, -1.04, -3.86], [-0.94, -1.05, -2.55], [-3.55, -2.37, -2.55], [-3.37, -0.75, -4.83], [-3.32, -0.22, -3.11], [-1.20, -0.10, -4.32], [-1.19, -1.84, -4.51], [-1.29, -0.25, -2.07], [4.48, 0.96, 0.07], [3.28, 1.28, -0.63], [2.93, 2.73, -0.37], [2.29, 2.85, 0.93], [5.18, 0.84, -0.58], [3.33, 1.05, -1.70], [2.47, 0.68, -0.23], [2.18, 3.09, -1.09], [3.77, 3.42, -0.43], [3.06, 2.73, 1.51], [-1.12, -3.87, -1.77], [-0.06, -4.34, -2.59], [0.32, -5.76, -2.27], [-0.84, -6.58, -2.16], [-1.19, -2.91, -1.83], [-0.41, -4.26, -3.63], [0.79, -3.64, -2.51], [0.96, -5.87, -1.39], [0.87, -6.23, -3.08], [-1.41, -6.20, -1.48], [-1.64, 1.06, -1.01], [-0.60, 1.25, -0.03], [-0.07, -0.08, 0.47], [0.79, -0.64, -0.54], [-2.26, 1.80, -0.86], [0.26, 1.80, -0.41], [-1.06, 1.83, 0.78], [-0.82, -0.84, 0.71], [0.55, 0.03, 1.36], [0.25, -0.82, -1.33], [0.19, 6.28, 3.01], [0.27, 5.34, 1.96], [-0.87, 5.30, 0.97], [-2.12, 4.92, 1.58], [-0.35, 5.92, 3.72], [1.16, 5.59, 1.38], [0.40, 4.32, 2.33], [-0.59, 4.56, 0.21], [-1.01, 6.29, 0.52], [-2.13, 5.34, 2.44], [-4.24, 2.44, -2.95], [-4.89, 2.43, -1.68], [-4.39, 3.54, -0.75], [-3.22, 3.08, -0.09], [-4.76, 3.00, -3.54], [-5.95, 2.61, -1.87], [-4.79, 1.45, -1.22], [-5.14, 3.76, 0.01], [-4.26, 4.42, -1.40], [-2.93, 3.79, 0.53], [-2.11, 2.85, 4.79], [-0.93, 2.20, 4.28], [-0.30, 1.38, 5.38], [-0.98, 0.14, 5.60], [-2.72, 2.16, 5.05], [-1.17, 1.61, 3.38], [-0.29, 3.01, 3.93], [-0.30, 1.97, 6.30], [0.74, 1.08, 5.23], [-1.89, 0.32, 5.86], [2.20, -3.91, 1.64], [0.82, -3.83, 1.32], [0.00, -4.85, 2.05], [0.37, -6.18, 1.76], [2.67, -3.19, 1.19], [0.39, -2.85, 1.54], [0.73, -4.02, 0.24], [-1.03, -4.71, 1.72], [-0.03, -4.69, 3.14], [1.23, -6.39, 2.14]], "lowdin_charge": [-0.08, -0.23, -0.26, -0.05, 0.05, 0.12, 0.10, 0.13, 0.12, 0.09, -0.05, -0.23, -0.20, -0.13, 0.08, 0.12, 0.10, 0.12, 0.12, 0.06, -0.06, -0.24, -0.22, -0.09, 0.09, 0.13, 0.08, 0.11, 0.12, 0.09, -0.08, -0.25, -0.24, -0.06, 0.04, 0.12, 0.12, 0.11, 0.12, 0.08, -0.09, -0.19, -0.20, -0.12, 0.05, 0.11, 0.11, 0.12, 0.12, 0.05, -0.04, -0.26, -0.19, -0.08, 0.08, 0.13, 0.10, 0.12, 0.13, 0.09, -0.07, -0.23, -0.21, -0.10, 0.08, 0.12, 0.12, 0.12, 0.13, 0.05, -0.07, -0.22, -0.23, -0.06, 0.07, 0.11, 0.10, 0.12, 0.12, 0.07, -0.06, -0.26, -0.26, -0.06, 0.04, 0.11, 0.10, 0.12, 0.12, 0.08]}

[3]
{"formula": "C18H54O9", "method": "wB97M-V/def2-TZVPD", "e_above_lowest_kcal_mol": 78.2, "charge": 0, "lumo_energy_ev": 0.47, "smiles": "CCO.CCO.CCO.CCO.CCO.CCO.CCO.CCO.CCO", "homo_energy_ev": -9.621, "species": ["C", "C", "O", "H", "H", "H", "H", "H", "H", "C", "C", "O", "H", "H", "H", "H", "H", "H", "C", "C", "O", "H", "H", "H", "H", "H", "H", "C", "C", "O", "H", "H", "H", "H", "H", "H", "C", "C", "O", "H", "H", "H", "H", "H", "H", "C", "C", "O", "H", "H", "H", "H", "H", "H", "C", "C", "O", "H", "H", "H", "H", "H", "H", "C", "C", "O", "H", "H", "H", "H", "H", "H", "C", "C", "O", "H", "H", "H", "H", "H", "H"], "xyz": [[3.64, -1.34, 1.63], [2.90, -1.76, 2.87], [2.20, -0.64, 3.43], [4.34, -2.06, 1.20], [4.32, -0.52, 1.89], [2.93, -0.97, 0.90], [3.61, -2.13, 3.63], [2.22, -2.59, 2.67], [1.29, -0.93, 3.56], [4.18, 2.29, 1.25], [4.55, 3.77, 1.16], [5.97, 3.93, 1.44], [4.44, 1.89, 2.23], [4.74, 1.75, 0.49], [3.11, 2.20, 1.09], [3.98, 4.41, 1.84], [4.45, 4.11, 0.13], [6.03, 4.33, 2.31], [-1.34, -4.21, 1.97], [-0.43, -4.95, 2.94], [0.41, -4.02, 3.62], [-0.79, -3.45, 1.41], [-2.09, -3.65, 2.52], [-1.78, -4.95, 1.31], [0.13, -5.74, 2.42], [-1.05, -5.49, 3.67], [0.77, -4.49, 4.38], [3.73, 3.25, -2.80], [2.96, 2.01, -2.42], [1.65, 2.38, -2.02], [3.18, 3.84, -3.53], [4.73, 3.02, -3.16], [3.86, 3.95, -1.96], [3.51, 1.38, -1.71], [2.84, 1.36, -3.30], [1.11, 1.57, -1.98], [-3.20, 0.11, -3.30], [-2.73, 0.17, -4.74], [-3.69, -0.49, -5.59], [-3.18, -0.93, -2.96], [-4.21, 0.51, -3.28], [-2.49, 0.69, -2.71], [-1.76, -0.28, -4.96], [-2.67, 1.20, -5.12], [-4.27, 0.13, -6.04], [-5.43, 1.01, -0.31], [-6.18, 2.01, 0.59], [-5.39, 3.19, 0.77], [-5.73, -0.02, -0.10], [-4.36, 1.07, -0.16], [-5.66, 1.12, -1.38], [-6.31, 1.54, 1.56], [-7.16, 2.27, 0.18], [-5.53, 3.73, -0.01], [-0.72, -4.84, -1.71], [-0.10, -3.71, -2.55], [-0.91, -2.55, -2.50], [-1.64, -5.22, -2.15], [-0.86, -4.51, -0.69], [-0.05, -5.71, -1.78], [0.11, -4.03, -3.57], [0.87, -3.51, -2.10], [-1.67, -2.66, -3.09], [-0.59, 2.15, 3.27], [-0.50, 3.40, 2.37], [0.83, 3.91, 2.39], [-1.58, 1.71, 3.16], [-0.40, 2.46, 4.31], [0.18, 1.41, 3.07], [-1.20, 4.14, 2.75], [-0.80, 3.09, 1.36], [1.13, 4.00, 1.48], [-0.97, -0.46, 0.40], [0.40, -0.27, -0.24], [0.26, -0.19, -1.66], [-1.77, 0.19, 0.05], [-0.88, -0.34, 1.49], [-1.32, -1.48, 0.22], [1.04, -1.13, -0.03], [0.94, 0.58, 0.18], [-0.11, -1.04, -1.95]], "lowdin_charge": [-0.08, -0.32, -0.08, 0.08, 0.06, 0.05, 0.11, 0.09, 0.07, -0.09, -0.28, -0.10, 0.07, 0.07, 0.06, 0.11, 0.08, 0.07, -0.09, -0.32, -0.08, 0.05, 0.08, 0.07, 0.11, 0.11, 0.09, -0.09, -0.34, -0.09, 0.08, 0.08, 0.05, 0.10, 0.11, 0.03, -0.08, -0.30, -0.10, 0.06, 0.06, 0.08, 0.11, 0.11, 0.07, -0.09, -0.30, -0.09, 0.07, 0.06, 0.05, 0.10, 0.11, 0.08, -0.07, -0.29, -0.09, 0.08, 0.04, 0.08, 0.12, 0.12, 0.10, -0.09, -0.30, -0.09, 0.07, 0.07, 0.05, 0.11, 0.11, 0.07, -0.06, -0.28, -0.11, 0.07, 0.06, 0.05, 0.10, 0.10, 0.04]}

[4]
{"formula": "C18H54O9", "method": "wB97M-V/def2-TZVPD", "e_above_lowest_kcal_mol": 71.7, "charge": 0, "lumo_energy_ev": 0.38, "smiles": "CCO.CCO.CCO.CCO.CCO.CCO.CCO.CCO.CCO", "homo_energy_ev": -9.527, "species": ["C", "C", "O", "H", "H", "H", "H", "H", "H", "C", "C", "O", "H", "H", "H", "H", "H", "H", "C", "C", "O", "H", "H", "H", "H", "H", "H", "C", "C", "O", "H", "H", "H", "H", "H", "H", "C", "C", "O", "H", "H", "H", "H", "H", "H", "C", "C", "O", "H", "H", "H", "H", "H", "H", "C", "C", "O", "H", "H", "H", "H", "H", "H", "C", "C", "O", "H", "H", "H", "H", "H", "H", "C", "C", "O", "H", "H", "H", "H", "H", "H"], "xyz": [[6.02, 24.38, -3.60], [6.20, 23.92, -5.05], [5.29, 22.83, -5.20], [6.53, 25.33, -3.40], [6.39, 23.57, -2.97], [4.98, 24.51, -3.30], [7.24, 23.62, -5.25], [5.92, 24.68, -5.78], [5.04, 22.65, -6.14], [3.14, 23.01, 1.40], [3.04, 22.81, -0.09], [4.26, 23.20, -0.72], [3.87, 22.29, 1.79], [2.18, 22.83, 1.88], [3.43, 24.03, 1.67], [2.15, 23.29, -0.52], [2.80, 21.75, -0.27], [4.19, 22.68, -1.54], [5.09, 25.73, -8.51], [3.84, 25.47, -9.36], [2.80, 24.78, -8.64], [4.85, 26.19, -7.55], [5.92, 26.30, -8.92], [5.58, 24.77, -8.30], [4.07, 24.76, -10.16], [3.51, 26.40, -9.81], [2.04, 25.37, -8.66], [3.89, 27.39, -4.88], [3.85, 27.53, -3.37], [4.83, 28.52, -3.07], [3.22, 26.60, -5.24], [4.89, 27.37, -5.31], [3.40, 28.28, -5.30], [4.14, 26.58, -2.90], [2.83, 27.76, -3.04], [4.66, 28.83, -2.18], [10.42, 25.64, -1.71], [9.69, 26.68, -2.57], [10.18, 27.97, -2.22], [10.16, 25.68, -0.65], [11.49, 25.82, -1.75], [10.20, 24.63, -2.07], [8.61, 26.56, -2.46], [10.05, 26.44, -3.58], [10.31, 28.45, -3.05], [0.44, 25.26, -3.40], [1.78, 24.57, -3.31], [1.55, 23.17, -3.19], [0.44, 26.28, -3.80], [0.08, 25.38, -2.37], [-0.25, 24.65, -3.97], [2.35, 25.10, -2.54], [2.39, 24.66, -4.22], [2.40, 22.74, -3.39], [1.79, 22.08, -6.57], [2.83, 21.46, -7.48], [4.03, 22.21, -7.52], [1.77, 23.16, -6.74], [1.96, 21.76, -5.55], [0.80, 21.69, -6.82], [2.44, 21.29, -8.49], [3.07, 20.46, -7.11], [3.89, 23.11, -7.83], [2.91, 19.35, -2.86], [3.92, 20.14, -3.71], [3.85, 21.48, -3.26], [3.16, 19.46, -1.80], [3.00, 18.31, -3.15], [1.90, 19.72, -3.05], [3.70, 20.05, -4.79], [4.95, 19.77, -3.65], [4.53, 21.97, -3.77], [10.00, 25.01, -6.18], [11.10, 25.99, -6.49], [10.59, 27.28, -6.82], [9.38, 24.89, -7.07], [9.43, 25.44, -5.35], [10.24, 23.97, -5.95], [11.70, 25.65, -7.34], [11.78, 26.11, -5.64], [10.52, 27.36, -7.77]], "lowdin_charge": [-0.06, -0.26, -0.12, 0.07, 0.08, 0.05, 0.10, 0.09, 0.06, -0.09, -0.34, -0.08, 0.07, 0.07, 0.07, 0.10, 0.11, 0.04, -0.08, -0.28, -0.09, 0.05, 0.08, 0.06, 0.11, 0.11, 0.09, -0.09, -0.32, -0.07, 0.06, 0.07, 0.07, 0.08, 0.11, 0.08, -0.09, -0.31, -0.07, 0.07, 0.07, 0.07, 0.10, 0.08, 0.08, -0.08, -0.34, -0.09, 0.07, 0.08, 0.08, 0.10, 0.10, 0.03, -0.06, -0.29, -0.10, 0.07, 0.06, 0.08, 0.11, 0.11, 0.06, -0.06, -0.29, -0.13, 0.07, 0.07, 0.08, 0.10, 0.12, 0.06, -0.10, -0.33, -0.08, 0.07, 0.05, 0.08, 0.11, 0.11, 0.08]}

[5]
{"formula": "C18H54O9S9", "method": "wB97M-V/def2-TZVPD", "e_above_lowest_kcal_mol": 94.3, "charge": 0, "lumo_energy_ev": 0.08, "homo_energy_ev": -8.763, "species": ["C", "S", "O", "C", "H", "H", "H", "H", "H", "H", "C", "S", "O", "C", "H", "H", "H", "H", "H", "H", "C", "S", "O", "C", "H", "H", "H", "H", "H", "H", "C", "S", "O", "C", "H", "H", "H", "H", "H", "H", "C", "S", "O", "C", "H", "H", "H", "H", "H", "H", "C", "S", "O", "C", "H", "H", "H", "H", "H", "H", "C", "S", "O", "C", "H", "H", "H", "H", "H", "H", "C", "S", "O", "C", "H", "H", "H", "H", "H", "H", "C", "S", "O", "C", "H", "H", "H", "H", "H", "H"], "xyz": [[2.65, 0.66, 5.99], [1.27, 0.32, 7.19], [1.33, 1.53, 8.10], [-0.18, 0.42, 6.04], [2.74, 1.73, 5.83], [2.31, 0.09, 5.13], [3.64, 0.36, 6.33], [-0.15, -0.54, 5.53], [-0.13, 1.19, 5.28], [-1.13, 0.44, 6.59], [4.21, -6.12, -2.71], [4.76, -7.54, -1.67], [6.12, -7.28, -1.02], [3.47, -7.35, -0.28], [3.18, -6.18, -3.06], [4.69, -5.94, -3.68], [4.40, -5.34, -1.97], [2.50, -7.61, -0.71], [3.44, -6.37, 0.20], [3.66, -8.10, 0.49], [-4.62, 4.53, -6.18], [-3.69, 4.03, -4.72], [-2.51, 3.17, -5.18], [-3.09, 5.77, -4.47], [-4.10, 5.17, -6.90], [-5.48, 5.07, -5.79], [-4.95, 3.61, -6.67], [-2.69, 6.23, -5.37], [-2.26, 5.82, -3.75], [-3.77, 6.47, -3.99], [-6.60, -1.28, -2.89], [-6.92, -3.04, -2.86], [-5.86, -3.62, -3.84], [-6.29, -3.31, -1.18], [-6.25, -0.85, -1.95], [-7.38, -0.74, -3.43], [-5.73, -1.26, -3.55], [-7.07, -2.93, -0.53], [-5.33, -2.84, -0.97], [-6.08, -4.38, -1.09], [2.39, 0.01, -0.20], [0.74, -0.80, -0.21], [0.60, -1.49, 1.15], [-0.42, 0.66, -0.34], [2.19, 0.79, 0.55], [2.48, 0.57, -1.13], [3.16, -0.69, 0.10], [-1.34, 0.24, -0.75], [0.00, 1.53, -0.83], [-0.51, 1.08, 0.66], [-7.36, 3.92, 1.29], [-6.11, 3.11, 2.44], [-5.53, 1.84, 1.83], [-4.77, 4.41, 2.46], [-8.06, 4.55, 1.84], [-7.82, 3.06, 0.80], [-6.84, 4.53, 0.56], [-5.14, 5.40, 2.72], [-4.49, 4.57, 1.42], [-3.97, 3.95, 3.04], [9.32, -2.23, -3.14], [8.59, -1.72, -4.80], [7.70, -0.51, -4.65], [10.10, -1.01, -5.62], [9.95, -3.12, -3.16], [8.53, -2.38, -2.40], [9.83, -1.41, -2.64], [10.85, -1.80, -5.62], [10.39, -0.13, -5.04], [9.93, -0.67, -6.64], [3.74, 6.15, 1.49], [2.37, 6.65, 0.35], [1.01, 6.38, 1.01], [2.49, 8.50, 0.41], [3.60, 6.85, 2.31], [4.72, 6.37, 1.06], [3.66, 5.17, 1.97], [1.70, 8.86, -0.26], [3.43, 8.92, 0.06], [2.31, 8.82, 1.43], [-3.90, -5.84, 4.32], [-2.67, -6.62, 5.40], [-2.85, -8.14, 5.35], [-1.18, -6.34, 4.37], [-4.82, -6.08, 4.84], [-3.76, -6.36, 3.37], [-3.74, -4.78, 4.14], [-0.89, -5.29, 4.41], [-1.45, -6.61, 3.34], [-0.27, -6.86, 4.66]], "lowdin_charge": [-0.25, 0.83, -0.59, -0.26, 0.05, 0.03, 0.05, 0.04, 0.05, 0.05, -0.27, 0.82, -0.59, -0.24, 0.05, 0.05, 0.04, 0.04, 0.05, 0.04, -0.29, 0.84, -0.57, -0.27, 0.06, 0.05, 0.05, 0.05, 0.04, 0.05, -0.28, 0.85, -0.59, -0.28, 0.05, 0.05, 0.05, 0.05, 0.06, 0.05, -0.25, 0.81, -0.60, -0.24, 0.04, 0.05, 0.05, 0.04, 0.05, 0.05, -0.24, 0.81, -0.59, -0.25, 0.04, 0.04, 0.04, 0.05, 0.04, 0.05, -0.25, 0.82, -0.59, -0.25, 0.05, 0.04, 0.04, 0.04, 0.05, 0.05, -0.26, 0.82, -0.59, -0.26, 0.04, 0.05, 0.05, 0.04, 0.05, 0.05, -0.27, 0.81, -0.58, -0.26, 0.05, 0.05, 0.06, 0.04, 0.05, 0.05]}